# 1
The following is a quantum chemistry calculation of CH2ClFN2O in the gas phase, from the Open Molecules 2025 dataset.

Geometry as ORCA input:
```
! wB97M-V def2-TZVPD RIJCOSX def2/J DEFGRID3
* xyz 0 1
Cl -3.902 0.151 0.479
F -2.655 -1.399 -1.117
O -1.589 1.499 -0.986
N -0.412 0.576 0.812
N -2.371 -0.657 0.066
C -1.215 0.744 -0.151
H 0.332 1.228 1.072
H -0.566 -0.395 1.252
*
```

Properties
Kohn-Sham gap   9.6 eV
HOMO level   -9.353 eV
Energy above the lowest of the compared OMol25 structures with the same formula, charge and spin   23.6 kcal/mol
Strongest force on any atom   6.8 eV/Å
Electronic energy   -783.9821 Eh



# 2
The following is a quantum chemistry calculation of C2H8N2 in the gas phase, from the Open Molecules 2025 dataset.

Geometry as ORCA input:
```
! wB97M-V def2-TZVPD RIJCOSX def2/J DEFGRID3
* xyz 0 1
N -0.772 0.914 1.579
N 0.738 -0.800 -1.547
C 0.414 0.287 -0.600
C -0.257 -0.346 0.645
H -0.418 0.977 -1.227
H -1.070 -0.729 0.403
H -1.300 0.468 2.297
H 1.104 0.765 -0.436
H 0.506 -0.955 1.175
H 0.026 -1.425 -1.665
H 0.240 1.285 1.886
H 0.790 -0.441 -2.509
*
```

Properties
Kohn-Sham gap   10.4 eV
HOMO level   -9.206 eV
Energy above the lowest of the compared OMol25 structures with the same formula, charge and spin   78.6 kcal/mol
Strongest force on any atom   19.0 eV/Å
Electronic energy   -190.3736 Eh



# 3
The following is a quantum chemistry calculation of a molecular structure, C26H23IN4O4STi, from the Open Molecules 2025 dataset.

Geometry as ORCA input:
```
! wB97M-V def2-TZVPD RIJCOSX def2/J DEFGRID3
* xyz 0 1
I 3.397 -0.219 -1.758
Ti 1.050 -0.605 -0.374
S -1.546 -1.313 -1.131
O 0.264 2.313 4.814
O 0.611 1.206 -0.459
O -2.662 -2.212 -1.131
O -1.189 -0.734 0.194
N 1.414 -2.992 -0.500
N -0.149 -1.861 -1.665
N -1.175 4.032 0.776
N 1.369 -0.240 1.617
C -1.507 1.397 -4.128
C -1.333 3.682 2.066
C 0.254 -3.117 -1.139
C 4.478 -2.184 1.717
C 2.346 -1.148 2.158
C 3.417 -1.397 1.340
C -0.508 3.249 -0.039
C 0.692 0.578 2.337
C -3.103 3.235 -4.777
C -3.084 0.694 -1.963
C -0.968 2.283 4.089
C -0.293 3.716 -1.443
C -0.074 1.683 1.764
C -0.440 -4.314 -1.257
C 2.265 -1.754 3.406
C -1.102 0.357 -3.303
C -3.455 1.743 -2.784
C 4.413 -2.776 2.976
C 1.377 -5.321 -0.039
C -0.790 2.551 2.621
C -2.675 2.106 -3.882
C 3.313 -2.572 3.806
C 1.969 -4.077 0.048
C -1.899 0.011 -2.226
C 0.150 -5.431 -0.698
C 0.018 1.998 0.406
H -0.187 -0.179 -3.510
H -1.911 4.361 2.684
H -1.393 -4.352 -1.761
H -1.250 3.996 -1.882
H 5.322 -2.344 1.057
H -3.843 2.901 -5.507
H 1.860 -6.179 0.406
H 0.182 2.961 -2.062
H -0.346 -6.391 -0.770
H 0.685 3.162 4.644
H 3.271 -3.053 4.775
H 0.337 4.608 -1.435
H -2.258 3.646 -5.330
H 0.730 0.533 3.423
H -4.369 2.285 -2.571
H 5.225 -3.409 3.314
H -0.883 1.668 -4.972
H 2.907 -3.929 0.567
H -1.385 1.292 4.266
H -3.556 4.042 -4.199
H 1.408 -1.603 4.052
H -3.714 0.411 -1.130
H -1.675 3.006 4.503
*
```

Properties
Kohn-Sham gap (spin up / spin down)   5.4 / 5.4 eV
HOMO level (spin up / spin down)   -6.728 / -6.727 eV
Energy above the lowest of the compared OMol25 structures with the same formula, charge and spin   61.9 kcal/mol
Strongest force on any atom   3.0 eV/Å
Electronic energy   -3069.9329 Eh



# 4
The following is a quantum chemistry calculation of a molecular structure, C24H30N2O6, from the Open Molecules 2025 dataset.

Geometry as ORCA input:
```
! wB97M-V def2-TZVPD RIJCOSX def2/J DEFGRID3
* xyz 0 1
O 0.966 -1.958 0.169
O 0.610 -2.453 4.206
O 0.051 -3.843 0.061
O -0.618 2.244 -5.049
O 2.903 1.015 -2.229
O -0.323 1.132 1.485
N 1.428 1.314 0.130
N -0.471 -1.659 2.516
C -0.826 2.242 -2.522
C 1.746 0.569 3.655
C -2.972 -0.632 -1.428
C -3.706 0.338 0.517
C 1.116 1.821 -3.469
C -0.709 -2.921 1.826
C -3.297 -0.738 1.277
C 2.831 0.229 4.669
C -2.805 -1.863 0.852
C 0.101 -2.935 0.640
C -2.584 -1.678 -0.705
C 1.412 -1.833 -1.016
C 0.845 1.018 1.382
C -0.371 2.055 -3.755
C -2.289 -3.076 1.478
C 0.320 -0.163 4.166
C -3.587 0.330 -1.029
C 3.899 0.911 -3.333
C 2.050 0.362 2.218
C 1.694 1.548 -2.363
C 0.319 -1.405 3.595
C -0.456 1.909 -1.387
C -2.128 2.956 -5.007
C 0.817 1.271 -1.327
H -1.007 1.922 -0.309
H 3.434 0.295 -4.052
H -0.713 -0.599 2.006
H 2.437 -1.431 -0.984
H 2.720 0.478 5.667
H -3.914 1.190 -1.311
H 1.480 1.699 -4.557
H 1.560 -2.942 -1.420
H -3.460 -0.350 2.402
H 3.927 0.674 4.232
H 2.644 1.073 -0.043
H -0.567 0.589 3.742
H -2.803 -2.909 2.503
H -2.355 -2.560 -1.103
H 2.948 0.798 2.055
H 2.178 -0.535 1.895
H -2.186 2.575 -2.359
H 1.496 1.822 3.942
H 3.974 2.004 -3.763
H -2.194 2.886 -6.175
H -2.406 3.655 -4.465
H 0.810 -1.303 -1.897
H -0.276 -3.456 2.468
H 4.937 0.739 -2.904
H -4.200 1.253 1.021
H -2.678 2.142 -4.777
H -2.276 -3.940 0.948
H -2.832 -0.852 -2.499
H 0.548 -0.048 5.176
H 2.807 -0.977 4.340
*
```

Properties
Kohn-Sham gap   8.3 eV
HOMO level   -7.880 eV
Energy above the lowest of the compared OMol25 structures with the same formula, charge and spin   516.1 kcal/mol
Strongest force on any atom   17.0 eV/Å
Electronic energy   -1492.7548 Eh



# 5
The following is a quantum chemistry calculation of 2 unconnected molecules or ions with the total composition C2H4FNO, from the Open Molecules 2025 dataset.

Geometry as ORCA input:
```
! wB97M-V def2-TZVPD RIJCOSX def2/J DEFGRID3
* xyz 0 1
F -0.764 -2.373 -0.229
O -2.170 1.517 -0.028
N -0.238 0.218 0.154
C -1.108 1.051 0.076
C 1.174 0.288 0.020
H 1.534 1.119 0.600
H 1.339 0.582 -1.025
H -1.384 -1.743 -0.024
H 1.616 -0.658 0.456
*
```

Properties
Kohn-Sham gap   10.8 eV
HOMO level   -10.482 eV
Energy above the lowest of the compared OMol25 structures with the same formula, charge and spin   19.7 kcal/mol
Strongest force on any atom   2.0 eV/Å
Electronic energy   -308.4515 Eh



Question: Look up the strongest force on any atom of the first one.
Answer: 6.8 eV/Å



Question: Look up the electronic energy of the third one.
Answer: -3069.9329 Eh